Record 1
{"formula": "C44H117N7O13", "method": "ωB97M-V/def2-TZVPD", "spin_multiplicity": 1, "gap_ha": 0.3207, "e_lumo_ev": 0.239, "smiles": "COC[C@H](C)N.COC[C@H](C)N.COC[C@H](C)N.COC[C@H](C)N.COC[C@H](C)N.COCCNCCOC.COCCNCCOC.CC(C)O.CC(C)O.CC(C)O.CC(C)O", "energy_ev": -84562.97442, "elements": ["C", "C", "C", "O", "H", "H", "H", "H", "H", "H", "H", "H", "C", "C", "C", "O", "H", "H", "H", "H", "H", "H", "H", "H", "C", "C", "C", "O", "H", "H", "H", "H", "H", "H", "H", "H", "C", "C", "C", "O", "H", "H", "H", "H", "H", "H", "H", "H", "C", "O", "C", "C", "N", "C", "C", "O", "C", "H", "H", "H", "H", "H", "H", "H", "H", "H", "H", "H", "H", "H", "H", "H", "C", "O", "C", "C", "N", "C", "C", "O", "C", "H", "H", "H", "H", "H", "H", "H", "H", "H", "H", "H", "H", "H", "H", "H", "C", "C", "C", "O", "C", "N", "H", "H", "H", "H", "H", "H", "H", "H", "H", "H", "H", "C", "C", "C", "O", "C", "N", "H", "H", "H", "H", "H", "H", "H", "H", "H", "H", "H", "C", "C", "C", "O", "C", "N", "H", "H", "H", "H", "H", "H", "H", "H", "H", "H", "H", "C", "C", "C", "O", "C", "N", "H", "H", "H", "H", "H", "H", "H", "H", "H", "H", "H", "C", "C", "C", "O", "C", "N", "H", "H", "H", "H", "H", "H", "H", "H", "H", "H", "H"], "xyz": [[10.7805, -8.4433, -17.9815], [11.5069, -9.6102, -17.3742], [11.1834, -11.0117, -17.9161], [12.9073, -9.4372, -17.5755], [9.6979, -8.5401, -17.8996], [10.9455, -8.3990, -19.0580], [11.1565, -7.5095, -17.5635], [11.4213, -9.6214, -16.2876], [10.1138, -11.1577, -18.0670], [11.5285, -11.7856, -17.2305], [11.6290, -11.2943, -18.8698], [13.4010, -9.7032, -16.7963], [5.4854, -4.8032, -21.1184], [6.4290, -3.6564, -20.7939], [7.7957, -4.1784, -20.4820], [6.3884, -2.7226, -21.8583], [5.7220, -5.2542, -22.0821], [4.4696, -4.4213, -21.0167], [5.5882, -5.6635, -20.4570], [6.0572, -3.1533, -19.9013], [7.9619, -4.9404, -21.2435], [7.8108, -4.6365, -19.4931], [8.4788, -3.3299, -20.5203], [5.4974, -2.6552, -22.2092], [13.3174, -0.3579, -20.5220], [14.3192, -1.1189, -19.7108], [15.6242, -1.4547, -20.4223], [14.6530, -0.2349, -18.6802], [12.3826, -0.0972, -20.0256], [12.8895, -1.0005, -21.2914], [13.6633, 0.6494, -20.7539], [13.9402, -2.0923, -19.3995], [15.3946, -2.0972, -21.2724], [16.3444, -1.8582, -19.7106], [16.0970, -0.5739, -20.8567], [13.8893, -0.2081, -18.0991], [-2.2864, -8.1390, -19.5180], [-1.0156, -7.7265, -18.7812], [-0.3469, -6.5772, -19.5528], [-1.4602, -7.3009, -17.5695], [-2.0642, -8.3674, -20.5604], [-3.0457, -7.3577, -19.5505], [-2.6850, -9.0445, -19.0606], [-0.3616, -8.5871, -18.6405], [-0.0590, -6.7976, -20.5808], [0.6567, -6.3349, -19.2032], [-0.9058, -5.6419, -19.5831], [-1.7721, -6.3933, -17.5946], [-5.6142, 0.3905, -21.5005], [-4.2751, 0.4821, -22.0756], [-3.9903, -0.6957, -22.8535], [-2.5147, -0.7204, -23.3742], [-1.5768, -0.5352, -22.2867], [-0.2023, -0.3292, -22.6842], [0.3904, -1.4818, -23.5256], [1.8173, -1.3830, -23.7405], [2.2350, -2.2273, -24.8434], [-5.7634, 1.3170, -20.9461], [-5.8127, -0.5215, -20.9375], [-6.2785, 0.4072, -22.3645], [-4.7465, -0.8368, -23.6257], [-4.1218, -1.5309, -22.1655], [-2.4152, -0.0124, -24.1969], [-2.4380, -1.7111, -23.8223], [-1.8500, 0.2999, -21.7886], [0.4664, -0.2264, -21.8295], [0.0569, 0.5845, -23.2190], [-0.1872, -1.5502, -24.4474], [0.3252, -2.4312, -22.9941], [1.7951, -3.2244, -24.8257], [3.3219, -2.2978, -24.8846], [1.8191, -1.8356, -25.7717], [-3.5679, -3.3075, -17.3479], [-2.2396, -3.4681, -16.9707], [-1.8422, -2.7193, -15.8458], [-0.3356, -2.5141, -15.8566], [0.1458, -1.7651, -16.9965], [1.6026, -1.8166, -17.1806], [2.4739, -1.2024, -16.0501], [2.7784, -2.1606, -15.0038], [3.4219, -1.7166, -13.8172], [-4.1912, -3.6519, -16.5226], [-3.6494, -4.0037, -18.1826], [-3.7888, -2.3218, -17.7574], [-2.0448, -3.4207, -15.0364], [-2.4515, -1.8315, -15.6764], [0.0796, -3.5208, -15.8093], [-0.0350, -2.0540, -14.9153], [-0.4352, -2.0152, -17.7839], [1.8542, -1.2589, -18.0827], [1.8063, -2.8717, -17.3637], [2.1077, -0.2277, -15.7276], [3.3885, -0.8993, -16.5598], [3.9177, -2.5768, -13.3674], [2.6563, -1.4096, -13.1046], [4.1068, -0.8957, -14.0296], [9.2736, -7.4637, -24.7682], [9.3984, -8.9548, -24.7206], [8.2219, -9.6643, -25.4558], [6.9443, -9.2687, -24.9776], [5.8682, -9.8993, -25.7425], [10.6616, -9.1466, -25.3607], [8.3108, -7.1971, -24.3324], [9.1952, -7.0718, -25.7823], [10.0460, -6.9240, -24.2204], [9.4350, -9.3369, -23.7004], [8.4202, -10.7355, -25.4201], [8.2772, -9.3911, -26.5095], [6.0699, -10.9700, -25.7094], [5.7185, -9.6288, -26.7878], [4.9698, -9.7500, -25.1436], [10.6491, -8.7749, -26.2997], [11.3297, -8.6304, -24.8063], [13.7462, 1.0455, -27.6292], [14.2792, 0.0254, -26.5405], [13.1951, -1.0644, -26.1958], [11.9663, -0.4950, -25.7519], [10.8247, -1.4448, -25.6425], [15.5061, -0.6438, -27.0305], [13.3756, 0.5170, -28.5076], [14.4804, 1.7508, -28.0186], [12.9395, 1.5793, -27.1269], [14.4537, 0.5531, -25.6028], [13.6964, -1.6716, -25.4420], [12.8963, -1.7548, -26.9846], [10.9127, -1.9760, -24.6948], [10.8191, -2.0632, -26.5400], [9.8947, -0.8923, -25.5086], [16.2191, 0.0461, -27.2198], [15.2215, -0.9856, -27.9373], [4.0496, -8.1198, -14.8044], [5.5027, -7.8179, -14.3550], [6.3848, -9.0770, -14.6581], [6.0882, -10.0080, -13.6281], [6.9037, -11.1696, -13.5886], [5.8903, -6.7151, -15.2358], [3.5588, -8.9730, -14.3364], [3.8972, -8.4672, -15.8262], [3.3679, -7.2705, -14.7588], [5.5337, -7.5906, -13.2894], [7.4315, -8.7852, -14.5721], [6.1627, -9.4498, -15.6580], [6.7166, -11.6740, -12.6406], [7.9501, -10.8646, -13.5996], [6.6691, -11.7738, -14.4650], [5.2071, -5.9740, -15.3005], [6.7102, -6.3108, -14.8064], [9.4155, -1.3806, -15.8399], [10.3252, -1.4077, -14.6775], [10.7491, -2.8124, -14.2943], [9.6387, -3.6147, -13.8635], [10.0646, -4.8618, -13.3730], [11.3512, -0.4488, -14.9467], [10.0348, -1.6757, -16.6869], [9.1286, -0.3293, -15.8651], [8.5434, -2.0090, -15.6595], [9.7074, -1.0255, -13.8650], [11.5370, -2.7398, -13.5446], [11.1280, -3.2328, -15.2258], [9.2177, -5.4269, -12.9838], [10.6554, -4.6360, -12.4853], [10.6486, -5.3946, -14.1234], [11.6435, -0.2659, -13.9974], [11.0428, 0.4336, -15.3293], [6.1187, 2.6907, -23.5332], [6.6596, 2.8860, -22.0872], [5.5603, 2.5799, -20.9906], [4.5459, 3.5269, -21.1514], [3.5769, 3.5886, -20.0926], [7.7587, 1.9407, -21.9830], [6.8220, 2.8137, -24.3569], [5.3442, 3.4393, -23.7001], [5.6354, 1.7224, -23.6638], [6.9726, 3.9263, -21.9983], [5.9875, 2.7240, -19.9982], [5.1259, 1.5803, -20.9792], [2.8090, 2.8150, -20.0969], [3.0490, 4.5071, -20.3490], [3.9589, 3.6246, -19.0724], [8.4158, 2.1659, -22.7163], [7.4137, 0.9979, -22.0937]], "atomic_forces_ev_per_a": [[-0.159, -0.068, -0.609], [1.000, -1.196, 0.150], [-0.836, -0.214, 0.041], [0.840, 0.671, -0.469], [-0.010, 0.115, 0.447], [0.317, -0.087, -0.103], [-0.248, -0.028, 0.113], [-0.835, 0.039, 0.118], [-0.203, 0.007, 0.234], [-0.036, 0.096, 0.225], [0.292, 0.716, -0.114], [-0.140, -0.041, -0.025], [-0.027, -0.296, 0.438], [-1.467, -0.464, 0.691], [-0.013, 0.398, -0.711], [0.995, 0.292, -0.351], [-0.251, 0.467, -0.383], [-0.226, -0.343, -0.475], [-0.002, 0.234, 0.519], [-0.172, 0.141, 0.235], [0.854, 0.038, 0.038], [-0.018, 0.043, -0.075], [0.416, -0.350, -0.070], [-0.103, -0.125, 0.139], [-1.426, -0.372, -0.596], [0.623, 0.438, -0.707], [-0.290, 0.610, -0.528], [0.456, -0.173, 1.640], [0.025, -0.337, 1.049], [0.533, 0.445, -0.945], [0.476, -0.393, -0.876], [-0.406, 0.033, 0.571], [0.291, -0.409, 0.188], [-0.175, -0.389, -0.160], [-0.130, 0.284, 0.094], [0.003, 0.256, 0.290], [0.418, -0.958, -1.065], [-1.025, 1.015, -2.512], [1.511, -0.194, -0.396], [0.165, 0.446, 3.178], [-0.005, -0.206, -0.169], [0.115, 0.131, 0.355], [-0.238, 0.132, 0.047], [0.141, 0.119, -0.013], [-0.687, -0.465, -0.301], [-0.066, 0.117, 0.853], [-0.371, -0.149, 0.228], [0.055, 0.120, -0.155], [1.064, 0.751, -1.558], [-0.499, -0.679, 0.180], [0.740, 0.299, 1.113], [-1.816, -0.031, 0.087], [0.141, 0.123, -0.060], [2.168, -0.549, -0.441], [0.326, -0.559, 0.635], [-0.315, 0.013, -0.909], [-0.938, 0.623, 0.299], [0.010, -0.330, 0.234], [0.360, 0.036, 0.259], [-0.481, -0.058, 0.095], [0.173, 0.227, -0.481], [0.177, -0.395, 0.047], [0.152, 0.400, -0.107], [0.323, -0.141, 0.044], [-0.279, -0.030, 0.262], [-0.352, -0.264, 0.550], [-0.662, 0.426, -0.548], [0.303, -0.063, -0.407], [-0.816, -0.150, 0.145], [0.096, -0.312, 0.678], [-0.172, 0.214, 0.155], [0.331, 0.427, -0.237], [0.214, -0.989, -0.592], [1.138, 0.651, -0.886], [0.192, -0.899, 0.768], [-0.254, -0.112, 0.042], [-0.354, 1.033, 1.019], [-0.972, -0.146, 0.261], [0.433, -0.744, -0.297], [-0.542, 0.227, -0.972], [-0.782, 0.082, -0.523], [-0.594, 0.386, -0.086], [-0.539, -0.064, -0.024], [-0.178, 0.285, 0.459], [-0.008, 0.359, 0.788], [0.112, 0.302, -0.377], [0.333, -0.387, -0.147], [-0.037, 0.231, 0.034], [0.603, -0.066, -0.417], [-0.088, -0.006, -0.055], [1.022, -0.148, 0.187], [-0.731, -0.213, 0.598], [0.574, -0.335, 0.046], [0.245, 0.091, -0.246], [0.017, 0.389, 0.162], [0.208, -0.031, 0.177], [-2.482, 1.157, 1.070], [-0.934, 0.875, -0.568], [0.856, 0.657, -0.248], [-0.381, -0.403, -0.881], [0.842, -0.554, 1.722], [1.206, -2.326, -0.338], [-0.130, 0.454, 0.295], [0.351, -0.238, -0.211], [0.116, -0.196, -0.049], [0.064, 0.068, 0.090], [-0.378, -0.318, 0.260], [0.173, 0.118, -0.379], [-0.091, -0.243, -0.201], [0.400, 0.623, 0.063], [-0.020, 0.267, -0.282], [0.074, 0.147, -0.004], [0.330, -0.076, -0.326], [-0.150, -0.697, 1.311], [-1.010, 0.333, -1.665], [0.056, 0.176, 0.163], [-1.016, -0.179, 0.313], [1.776, 1.307, 0.388], [-0.919, -0.198, 0.569], [-0.247, -0.193, 0.104], [0.263, 0.005, 0.456], [-0.190, 0.214, -0.477], [0.259, 0.032, -0.051], [-0.231, -0.218, 0.423], [0.667, 0.059, -0.739], [0.309, -0.608, -0.255], [-0.204, -0.241, 0.208], [0.234, 0.388, -0.541], [0.073, 0.172, 0.117], [0.320, -0.352, -0.303], [-0.802, -0.864, 0.158], [-1.736, -0.994, -2.116], [-0.527, 0.947, 1.349], [-0.216, -0.016, 0.115], [-0.226, 0.980, -0.260], [1.293, -0.187, 0.534], [0.206, 0.192, 0.941], [1.053, 0.345, -0.552], [0.163, 0.218, 0.497], [0.075, -0.052, 0.085], [0.348, -0.009, -0.250], [0.037, -0.111, -0.104], [-0.193, -0.123, -0.244], [0.287, -0.148, -0.131], [0.198, -0.442, 0.109], [-0.273, -0.147, 0.185], [0.326, 0.446, -0.341], [-0.410, -0.108, -0.210], [-2.440, 0.201, 0.741], [0.072, 0.043, -0.687], [0.029, 1.103, -0.431], [0.218, 0.685, 0.723], [1.982, -0.635, 1.211], [-0.540, 0.031, -0.507], [-0.439, -0.101, -0.801], [0.055, -0.034, -0.424], [-0.161, -0.189, 0.658], [0.117, -0.378, 0.233], [0.554, -0.437, 0.032], [-0.171, -0.008, -0.549], [0.577, -0.429, 0.086], [-0.026, -0.300, 0.068], [1.047, 0.747, -0.118], [-0.472, -0.203, -0.072], [-1.488, 1.012, 0.467], [-1.233, -1.772, -1.232], [0.972, 0.806, -0.290], [-0.973, 0.197, 0.610], [-0.187, 0.663, -1.099], [0.663, 0.566, 1.372], [0.489, 0.041, 0.413], [-0.256, 0.028, -0.215], [0.085, -0.176, 0.191], [0.220, -0.128, 0.402], [0.488, -0.070, 0.148], [0.260, -0.447, -0.572], [0.216, -0.559, -0.385], [-0.066, 0.097, 0.498], [0.578, 0.164, -0.090], [0.140, -0.385, -0.002], [0.092, -0.083, -0.209]], "lowdin_charge": [-0.06, -0.49, -0.06, -0.07, 0.08, 0.08, 0.08, 0.13, 0.07, 0.07, 0.08, 0.09, -0.07, -0.53, -0.05, -0.05, 0.08, 0.08, 0.08, 0.13, 0.08, 0.09, 0.08, 0.08, -0.07, -0.53, -0.06, -0.05, 0.07, 0.08, 0.09, 0.13, 0.08, 0.08, 0.08, 0.09, -0.07, -0.52, -0.06, -0.04, 0.07, 0.08, 0.08, 0.14, 0.07, 0.07, 0.08, 0.08, -0.08, -0.21, -0.21, -0.21, -0.05, -0.22, -0.22, -0.20, -0.10, 0.09, 0.08, 0.08, 0.11, 0.11, 0.12, 0.11, 0.11, 0.11, 0.12, 0.11, 0.12, 0.08, 0.08, 0.08, -0.12, -0.22, -0.22, -0.22, -0.07, -0.18, -0.19, -0.21, -0.10, 0.09, 0.08, 0.09, 0.12, 0.12, 0.12, 0.12, 0.10, 0.11, 0.11, 0.12, 0.11, 0.08, 0.08, 0.08, -0.09, -0.45, -0.21, -0.19, -0.08, 0.01, 0.07, 0.09, 0.08, 0.14, 0.12, 0.12, 0.08, 0.08, 0.08, 0.07, 0.07, -0.06, -0.39, -0.21, -0.22, -0.05, 0.02, 0.07, 0.06, 0.07, 0.13, 0.11, 0.11, 0.08, 0.08, 0.08, 0.06, 0.06, -0.08, -0.40, -0.20, -0.21, -0.10, 0.03, 0.07, 0.07, 0.07, 0.13, 0.11, 0.12, 0.09, 0.08, 0.09, 0.07, 0.06, -0.07, -0.52, -0.19, -0.19, -0.12, 0.04, 0.09, 0.08, 0.09, 0.14, 0.12, 0.13, 0.08, 0.08, 0.09, 0.08, 0.08, -0.08, -0.39, -0.20, -0.20, -0.09, 0.02, 0.07, 0.06, 0.07, 0.13, 0.11, 0.12, 0.08, 0.09, 0.08, 0.06, 0.07]}



Record 2
{"formula": "C5H5Br2ClN2", "method": "ωB97M-V/def2-TZVPD", "spin_multiplicity": 1, "gap_ha": [0.1637, 0.1636], "e_lumo_ev": [-3.248, -3.249], "energy_ev": -160851.35146, "elements": ["C", "C", "C", "C", "C", "N", "N", "Cl", "Br", "Br", "H", "H", "H", "H", "H"], "xyz": [[1.2282, -1.4589, -0.2588], [1.8683, -0.4015, -0.8931], [-0.2897, 0.0728, -0.3068], [-2.5046, 0.2141, 0.8848], [-1.4248, 0.7566, 0.0279], [-0.0093, -1.1662, 0.1387], [0.9852, 0.5892, -0.8974], [-1.7287, 2.3679, -0.5221], [-3.7045, -0.9967, -0.2529], [1.0883, 3.8930, -0.1841], [1.4495, -2.4825, 0.1191], [2.9323, -0.2954, -1.2136], [-2.2927, -0.5014, 1.6962], [-3.1162, 1.0270, 1.1872], [1.3351, 1.5567, -1.0257]], "atomic_forces_ev_per_a": [[-1.941, -3.059, 2.252], [0.254, 1.116, 0.146], [3.229, 1.179, -0.083], [-0.568, -1.892, -0.529], [-0.471, 1.659, -0.629], [0.279, 0.030, -0.959], [-0.953, -0.548, -0.029], [0.593, -1.762, 0.335], [0.658, 0.897, 0.441], [0.233, -0.492, -0.131], [1.038, 1.020, -1.023], [-1.291, 0.024, 0.262], [0.581, 0.710, -0.480], [-0.616, 0.423, 0.388], [-1.025, 0.696, 0.039]], "lowdin_charge": [-0.10, -0.02, -0.30, -0.50, -0.61, 0.13, 0.14, 0.73, 0.59, -0.47, 0.13, 0.16, 0.07, 0.04, 0.00]}



Q: What is the formula in the first record?
A: C44H117N7O13